Record 1
Molecular formula: C19H22FN3O3S
Method: DFT, ωB97M-V with the def2-TZVPD basis set

Structure (XYZ):
```
49
Properties=species:S:1:pos:R:3:nbo_charge:R:1
H -1.700 2.341 4.616 0.22
C -1.370 -2.149 -3.796 -0.24
N 0.197 1.832 2.757 -0.47
H 2.441 4.951 5.197 0.23
H 1.733 -6.249 -6.205 0.24
C 0.499 4.488 5.956 0.37
H -1.462 3.865 6.519 0.23
H 0.554 -3.752 -7.541 0.20
C 1.543 4.371 5.055 -0.26
C 0.705 -2.701 -2.698 -0.26
C -0.779 2.888 4.734 -0.28
H 0.519 -0.834 2.409 0.20
H 1.101 -1.615 -0.894 0.23
N 0.072 0.016 0.583 -0.69
O -1.084 1.482 -1.175 -0.94
H -1.767 1.194 2.267 0.19
C 0.543 2.271 1.418 -0.23
H -0.344 2.675 0.905 0.20
O 2.060 -4.717 -4.221 -0.59
C 0.996 -5.447 -6.249 -0.49
C 1.418 3.500 3.993 -0.25
F 0.619 5.338 7.003 -0.33
C 1.050 1.083 0.602 -0.23
H -0.690 -3.850 -5.472 0.40
C -1.647 -1.224 -2.810 -0.17
H -2.552 -0.638 -2.828 0.24
C -0.342 -0.375 1.912 -0.23
O -2.419 -0.179 0.054 -0.94
C -0.751 -1.039 -1.773 -0.37
C 0.418 -1.771 -1.714 -0.12
H 1.614 -3.277 -2.661 0.26
C -0.189 -2.895 -3.750 0.17
C -0.659 3.752 5.807 -0.26
H 1.973 0.686 1.037 0.20
H 2.271 -4.128 -7.389 0.22
S -1.167 0.194 -0.543 2.31
H -2.067 -2.297 -4.609 0.21
H 0.001 -5.889 -6.324 0.21
H -1.140 -1.108 1.805 0.24
H 2.245 3.392 3.309 0.21
C -0.840 0.822 2.729 -0.24
N 0.040 -3.812 -4.774 -0.61
H -1.047 0.487 3.746 0.22
H 1.303 3.048 1.461 0.21
H 1.229 1.387 -0.429 0.23
C 1.113 -4.641 -4.967 0.69
C 1.277 -4.562 -7.464 -0.60
C 0.255 2.742 3.806 0.25
H 1.227 -5.153 -8.375 0.22
```

Summary:
E = -1625.26257 Eh
Strongest force on any atom = 1.19 eV/Å
Multiplicity = 1
Net charge = 0
HOMO = -7.816 eV
Kohn-Sham gap = 8.31 eV


Record 2
Molecular formula: C4H12N2O
Method: DFT, ωB97M-V with the def2-TZVPD basis set

Structure (XYZ):
```
19
Properties=species:S:1:pos:R:3:nbo_charge:R:1
H 3.293 -0.302 -0.497 0.18
C 2.942 -0.086 0.539 -0.41
H 3.510 0.865 0.794 0.20
H 3.126 -0.840 1.195 0.22
O -0.031 -1.390 -0.282 -0.32
H -1.730 -2.056 -0.949 0.16
H -1.901 -0.111 1.198 0.23
H 0.047 0.665 -0.885 0.22
H 1.329 1.985 -0.908 0.22
H 1.418 0.546 -1.936 0.17
N 1.464 0.122 0.259 -0.27
H -2.316 0.536 -0.353 0.20
C -2.572 0.520 0.638 -0.86
C -0.985 -2.279 -0.298 -0.08
C 1.063 0.863 -0.903 -0.45
H -1.120 -2.948 0.432 0.15
N 1.046 -1.209 0.487 0.01
H -2.433 1.597 0.812 0.21
H -3.627 0.421 0.568 0.22
```

Summary:
E = -344.09511 Eh
Strongest force on any atom = 6.08 eV/Å
Multiplicity = 1
Net charge = 0
HOMO (alpha / beta) = -7.517 / -7.277 eV
Kohn-Sham gap (alpha / beta) = 8.37 / 8.01 eV


Record 3
Molecular formula: C5H6NO
Method: DFT, ωB97M-V with the def2-TZVPD basis set

Structure (XYZ):
```
13
Properties=species:S:1:pos:R:3:nbo_charge:R:1
C 1.207 -0.437 0.276 -0.34
H 2.169 -0.963 0.056 0.18
H -0.445 -0.150 -1.894 0.28
N -1.273 0.454 -1.752 -0.15
H 1.369 1.096 -1.072 0.19
H 0.304 -1.574 1.893 0.18
H -1.807 -0.342 1.362 0.18
C 0.144 -0.933 1.071 -0.31
C 0.739 0.594 -0.437 -0.26
C -0.639 0.928 -0.089 -0.30
H -1.180 1.859 -0.073 0.23
C -0.937 -0.078 0.863 -0.27
O -1.122 1.339 -2.635 -0.62
```

Summary:
E = -323.97605 Eh
Strongest force on any atom = 2.54 eV/Å
Multiplicity = 1
Net charge = -1
HOMO (alpha / beta) = -2.142 / -2.134 eV
Kohn-Sham gap (alpha / beta) = 6.64 / 6.63 eV


Record 4
Molecular formula: C30H70F6N4O13P
Method: DFT, ωB97M-V with the def2-TZVPD basis set

Structure (XYZ):
```
124
Properties=species:S:1:pos:R:3:lowdin_charge:R:1
H -0.259 -4.833 4.022 0.09
O -1.710 -7.099 -0.063 -0.01
C 7.921 4.438 -0.897 -0.13
C -4.442 0.555 -4.670 -0.17
H -0.778 4.070 4.017 0.12
O -2.939 2.350 8.253 -0.19
H -8.577 0.702 -4.106 0.11
H -1.378 1.405 7.306 0.12
C 4.275 -0.781 3.065 0.00
H 5.372 4.564 0.115 0.12
C 4.237 4.492 -1.774 -0.19
O -5.532 0.032 -5.449 -0.16
F -0.854 -1.341 -0.867 -0.17
O 4.491 3.778 -5.601 -0.18
H -2.628 -1.131 -5.846 0.08
O -8.054 1.632 -5.933 -0.21
H -7.201 1.850 -4.046 0.11
N 4.786 -0.570 4.505 -0.15
H 4.676 1.008 6.106 0.08
H -0.910 2.499 8.515 0.11
C -3.365 1.298 2.916 -0.10
H 3.586 1.063 4.761 0.07
H -4.231 -9.130 -1.988 0.08
H 3.700 2.719 -7.166 0.09
H 5.465 -1.105 6.327 0.13
H -2.880 4.510 3.202 0.13
C 5.233 -3.218 -1.557 -0.07
H 2.735 2.817 -5.152 0.13
N 5.863 -2.665 -2.669 -0.22
C -1.398 3.579 6.739 -0.17
H 2.236 4.045 -3.469 0.12
H -2.598 1.770 -4.928 0.12
H 4.931 1.887 -6.056 0.08
H -1.449 -1.707 5.794 0.07
H -1.443 -2.259 7.383 0.07
C 5.149 -1.523 -3.117 -0.06
C -7.690 1.067 -4.625 -0.15
F 0.746 -0.373 -2.453 -0.19
H -3.815 2.414 -5.666 0.11
H 4.925 -0.443 2.258 0.08
H 3.391 4.539 -1.088 0.13
O 7.796 -3.856 -2.406 -0.04
H 5.645 5.817 -1.063 0.12
H 4.191 2.667 -4.115 0.13
H -2.602 0.781 3.499 0.08
H -6.603 -0.770 -3.810 0.12
H 8.056 4.121 0.137 0.08
H 2.692 5.280 -4.598 0.13
H -1.371 0.064 -6.269 0.09
H -4.931 1.149 -3.898 0.12
C 3.585 3.344 -4.717 -0.29
H -1.809 -4.768 4.401 0.08
C 5.479 4.745 -0.954 -0.16
H 5.454 3.004 -7.310 0.08
C -6.744 -0.249 -4.757 -0.16
F 0.413 -0.273 0.825 -0.24
H -1.912 3.386 2.224 0.13
H 4.374 -3.769 -1.940 0.11
H 4.068 -1.648 -3.171 0.10
O 5.196 -2.671 5.036 0.01
H 5.301 -0.739 -2.376 0.10
H -9.642 2.712 -5.088 0.08
P 0.521 -0.474 -0.823 0.19
H 5.769 -3.988 -1.002 0.09
H -0.331 3.696 6.551 0.11
H -2.169 -0.982 -7.429 0.08
O -2.066 3.367 5.508 -0.17
H 8.642 3.843 -1.457 0.08
H -7.293 -0.937 -5.400 0.12
C -3.456 1.400 -5.490 -0.16
C -4.928 -6.589 -1.413 -0.08
C 5.149 -1.500 5.349 -0.41
H 8.149 5.502 -0.962 0.08
H -3.261 1.011 1.870 0.09
H 3.306 -0.353 2.811 0.08
N -0.662 -3.756 5.843 -0.16
H -2.904 -9.238 -0.797 0.08
C -1.570 -2.628 6.365 -0.05
C -2.464 3.503 3.158 -0.23
C -2.336 -0.355 -6.553 -0.11
C -1.403 3.196 4.201 -0.14
H -2.644 -2.799 6.283 0.07
H 4.292 -1.837 2.795 0.08
C 7.121 -2.925 -2.916 -0.33
H -4.970 -6.779 -2.485 0.08
H -2.881 -5.530 -0.338 0.14
O 1.371 -4.799 6.142 -0.03
H 4.161 3.431 -2.013 0.12
F -0.258 0.902 -0.996 -0.17
O 6.684 4.098 -1.493 -0.19
C 3.101 4.542 -3.908 -0.16
H -4.999 1.806 7.799 0.08
H -4.274 0.755 3.178 0.08
H 5.015 -2.480 -0.785 0.10
C -1.645 2.378 7.719 -0.21
F 1.358 -1.789 -0.486 -0.16
C 4.619 0.840 5.031 -0.04
H 7.518 -2.289 -3.722 0.13
C 0.402 -4.129 6.597 -0.31
H -3.711 0.657 7.494 0.07
H -1.748 4.559 7.063 0.12
H -9.119 3.042 -6.838 0.09
C -8.834 2.801 -5.814 -0.12
H -4.886 -5.504 -1.321 0.09
H -5.866 -6.962 -1.002 0.08
O 4.093 5.149 -3.047 -0.11
O -3.557 2.666 3.188 -0.17
H -8.100 3.522 -5.457 0.08
H -0.817 2.291 4.040 0.12
C -3.905 -8.851 -0.986 -0.01
H -4.642 -9.147 -0.239 0.09
C -2.765 -6.617 -0.469 -0.34
H -3.987 -0.333 -4.231 0.12
H 0.461 -3.602 7.561 0.12
N -3.809 -7.359 -0.903 -0.19
H 5.358 1.383 4.441 0.08
O -3.194 0.774 -6.800 -0.17
H -1.101 -3.221 3.873 0.09
H 5.487 -1.243 -4.115 0.09
H -3.942 1.932 6.363 0.07
F 1.976 0.344 -0.567 -0.25
C -3.978 1.712 7.430 -0.05
C 4.642 2.774 -6.620 -0.07
C -0.941 -4.114 4.477 -0.06
```

Summary:
E = -3322.67865 Eh
Strongest force on any atom = 4.52 eV/Å
Multiplicity = 1
Net charge = -1
HOMO = -7.276 eV
Kohn-Sham gap = 9.18 eV